[1]
9
Properties=species:S:1:pos:R:3:forces:R:3 method="wB97M-V/def2-TZVPD" charge=0 orbital_gap_ev=9.923 e_above_lowest_kcal_mol=27.9 lumo_ha=0.0298 max_force_ev_per_a=5.40 total_energy_ha=-205.34662
C 0.005 0.170 -0.013 1.071 -3.868 0.061
N 1.129 -0.730 -0.104 2.684 4.064 2.340
H 1.000 -1.706 0.008 -0.163 -0.604 0.445
H -0.739 1.785 0.002 0.932 0.638 0.187
N 0.231 1.408 0.003 -2.050 0.662 -0.154
H -1.279 -1.545 0.232 0.612 0.431 -0.087
H 2.029 -0.246 0.522 -3.587 -2.239 -2.616
N -1.210 -0.559 0.015 1.638 -0.200 0.006
H -2.087 -0.146 -0.083 -1.138 1.116 -0.182



[2]
50
Properties=species:S:1:pos:R:3:forces:R:3 method="wB97M-V/def2-TZVPD" charge=-2 orbital_gap_ev=7.587 e_above_lowest_kcal_mol=3.4 lumo_ha=0.1327 max_force_ev_per_a=0.87 total_energy_ha=-3474.92014
Cl -3.198 -0.819 3.476 -0.029 0.292 -0.077
O -2.277 -0.630 -1.547 0.049 0.011 -0.030
C 1.400 -2.794 1.638 -0.213 0.130 0.288
H -0.505 -0.606 -3.895 0.138 -0.122 0.134
O -1.975 3.436 -2.093 0.163 0.249 -0.006
C 1.602 0.117 -2.185 -0.242 -0.204 -0.460
O -3.785 0.105 4.426 -0.090 -0.151 -0.131
H -3.314 1.840 -2.109 0.048 0.132 0.061
C 2.370 -2.832 -0.484 0.028 -0.394 0.038
H 1.088 -1.943 3.903 0.119 -0.063 0.016
Cl -1.767 -1.974 -1.402 -0.073 -0.262 0.145
H 0.525 3.495 0.851 -0.136 -0.051 0.028
O 2.271 3.655 3.506 -0.017 -0.097 -0.005
O 2.645 1.450 4.290 -0.018 0.138 -0.187
H 2.323 -0.127 -4.998 0.014 0.092 0.077
H -1.809 1.501 -2.901 0.215 0.155 0.092
H 0.090 0.801 -4.811 0.099 -0.052 -0.030
O -0.513 -2.062 -2.153 0.004 -0.106 -0.103
O -1.176 2.088 -0.470 0.032 -0.433 -0.060
H 3.154 -3.450 -0.918 0.049 0.022 0.021
H 0.858 -3.573 4.640 0.153 -0.021 -0.057
O -2.714 -2.927 -1.922 0.270 0.154 0.019
Cl 2.523 2.281 3.115 0.255 0.087 0.038
O 1.918 -3.550 0.676 0.046 -0.035 -0.052
H 1.495 -1.672 -4.692 0.088 -0.012 0.118
O 0.619 0.769 -2.843 0.126 -0.238 0.220
H 1.543 -2.763 -1.185 -0.026 0.271 -0.004
H 2.757 -1.863 -0.191 -0.056 0.092 -0.145
H -0.486 -2.737 3.849 -0.021 0.038 -0.143
C -0.351 4.138 0.909 0.285 0.312 0.175
C 0.588 -2.904 3.826 -0.421 -0.001 0.021
O -2.274 -0.089 2.631 0.030 -0.109 -0.111
H -0.047 5.134 1.223 -0.027 -0.021 -0.062
O 3.743 2.223 2.338 -0.047 -0.010 0.112
O 2.258 -0.728 -3.023 -0.074 0.114 0.022
O -4.231 -1.429 2.668 0.162 0.157 0.212
O 1.422 1.820 2.298 -0.240 -0.144 -0.142
O -1.484 -2.247 -0.011 0.108 0.234 -0.263
O 1.876 0.258 -1.041 -0.050 0.206 0.325
C -2.532 2.292 -2.722 -0.503 -0.668 -0.224
O 0.957 -3.582 2.601 0.228 -0.075 0.335
C -1.349 3.178 -0.944 0.087 0.076 0.372
C 1.660 -0.662 -4.316 -0.339 -0.267 -0.095
H -1.070 3.738 1.619 0.023 -0.151 -0.051
Na -0.135 0.069 0.611 -0.084 0.054 0.427
C 0.341 0.058 -4.053 -0.018 0.540 -0.348
O -2.477 -1.843 4.202 -0.022 -0.146 0.033
H -2.960 2.632 -3.662 0.053 0.117 0.025
O 1.368 -1.586 1.664 -0.075 0.070 -0.468
O -0.965 4.316 -0.387 -0.051 0.091 -0.103



[3]
16
Properties=species:S:1:pos:R:3:forces:R:3 method="wB97M-V/def2-TZVPD" charge=0 orbital_gap_ev=10.585 e_above_lowest_kcal_mol=97.2 lumo_ha=0.0380 max_force_ev_per_a=4.23 total_energy_ha=-785.37311
H -0.699 -0.234 -1.979 -0.468 0.980 -0.958
H 1.591 0.107 0.828 -0.652 -0.528 -0.545
N -0.369 -0.714 0.463 0.819 -1.336 -2.183
H 1.881 1.162 -1.483 -0.420 0.366 0.440
Cl 1.712 -1.813 -0.642 0.068 0.644 0.311
H 0.063 1.335 -3.095 -1.089 -1.838 1.451
O -0.235 1.601 -1.045 -0.504 2.076 1.201
H -0.881 1.049 1.569 0.522 -0.181 0.168
H -1.050 -1.954 2.089 -1.215 -2.269 0.112
C -0.182 0.739 -2.116 0.152 -0.720 -3.191
C 0.888 0.805 -1.189 1.605 -2.424 3.079
C -0.535 -1.116 1.815 2.937 1.701 2.263
H 0.371 -0.913 2.534 -1.717 -0.235 -1.393
C -1.196 0.052 1.259 -2.299 3.493 0.661
C 0.907 -0.301 0.027 1.457 1.231 -1.678
H -2.265 0.194 0.965 0.803 -0.961 0.261



[4]
26
Properties=species:S:1:pos:R:3:forces:R:3 method="wB97M-V/def2-TZVPD" charge=0 orbital_gap_ev=8.855 e_above_lowest_kcal_mol=47.5 lumo_ha=0.0259 max_force_ev_per_a=0.63 total_energy_ha=-858.97867
C 0.794 -1.049 -0.353 0.172 -0.421 -0.256
H 3.624 -0.583 1.575 -0.016 -0.003 0.094
H 2.091 1.423 1.756 0.001 0.020 0.092
C 1.534 -0.499 0.803 0.086 -0.020 0.239
H 1.171 -0.875 1.750 0.022 0.072 0.036
H -1.820 -2.093 0.422 0.200 -0.054 0.028
C 3.028 -0.303 0.720 0.126 -0.081 -0.034
H -0.490 2.347 0.855 0.146 0.272 0.031
H 0.327 -2.858 0.621 0.034 -0.091 0.275
C 2.122 0.881 0.823 -0.077 0.066 0.099
N -1.343 0.422 0.682 -0.283 -0.231 0.282
C -2.489 0.029 0.195 0.068 -0.245 0.071
C -2.488 2.196 -0.059 0.221 0.353 0.036
S -3.035 -1.623 0.137 -0.607 -0.155 -0.041
H -2.839 3.165 -0.344 -0.087 0.234 -0.040
H 3.514 -0.497 -0.225 -0.028 0.025 -0.126
N -3.232 1.062 -0.272 -0.010 -0.156 -0.030
H -0.231 -2.720 -1.120 -0.099 -0.041 -0.194
C 0.253 -2.262 -0.274 0.296 0.000 -0.198
H 0.174 -0.793 -2.380 -0.003 -0.021 -0.083
H 1.757 -0.099 -2.012 0.094 0.068 -0.069
H -4.142 1.003 -0.697 0.114 0.005 0.029
H 0.292 0.709 -1.456 -0.023 0.108 -0.022
C 0.751 -0.263 -1.626 -0.044 -0.069 0.090
H 2.010 1.505 -0.048 -0.040 0.038 -0.163
C -1.333 1.776 0.527 -0.263 0.327 -0.145



[5]
17
Properties=species:S:1:pos:R:3:forces:R:3 method="wB97M-V/def2-TZVPD" charge=0 orbital_gap_ev=8.701 e_above_lowest_kcal_mol=51.8 lumo_ha=0.0206 max_force_ev_per_a=1.96 total_energy_ha=-288.93439
H 2.303 0.991 -2.141 0.660 -0.047 0.905
H 1.647 2.695 -2.058 -0.408 -0.342 -0.509
H -2.178 -4.116 -1.869 -0.246 -0.028 -0.004
N 1.009 0.540 0.417 -1.170 -0.699 0.474
O -2.750 -4.872 -2.039 0.170 -0.130 -0.032
H 0.589 1.250 3.338 0.416 0.017 0.019
H -1.040 0.730 0.895 0.014 0.127 -0.100
H -0.042 2.100 -0.605 0.290 0.813 1.066
H -3.657 -4.577 -1.923 0.074 0.158 0.034
C 1.713 1.715 -1.593 -0.728 0.782 -0.355
C 0.890 1.550 -0.542 0.998 -1.267 -1.107
H 1.197 -0.393 0.067 0.229 0.274 -0.133
C -0.084 0.549 1.404 -0.389 0.909 -0.091
H -0.279 -0.380 1.936 0.706 -0.338 -0.256
C 0.137 1.665 2.442 -0.417 -0.891 0.238
H -0.842 2.001 2.779 -0.004 0.499 -0.090
H 0.766 2.463 2.064 -0.195 0.163 -0.060



[6]
45
Properties=species:S:1:pos:R:3:forces:R:3 method="wB97M-V/def2-TZVPD" charge=0 orbital_gap_ev=4.458 e_above_lowest_kcal_mol=18.9 lumo_ha=-0.0204 max_force_ev_per_a=1.56 total_energy_ha=-1007.87978
C 1.046 -0.368 0.129 1.050 0.799 -0.305
H -1.730 -0.675 -1.257 -0.011 -0.069 -0.058
H 0.030 -1.966 -0.936 -0.129 0.177 -0.057
H 1.622 -1.587 -1.472 0.174 0.208 -0.048
H 2.072 -0.246 0.476 0.041 -0.097 0.427
H -0.115 1.359 -0.566 0.138 0.400 -0.223
H -1.543 -2.887 0.308 0.392 -0.140 0.014
H 3.385 -1.779 0.814 0.040 0.105 -0.039
H 2.055 0.200 2.871 0.005 0.421 0.379
H -2.113 0.917 -0.611 0.062 0.154 -0.041
O -1.026 2.831 -2.549 -0.269 -0.359 0.498
H 1.504 3.778 -2.578 -0.069 -0.069 0.049
O 1.527 1.013 2.973 0.289 -0.802 -0.367
C 1.575 -2.900 0.217 0.587 -0.074 0.039
H 1.295 4.682 -4.088 0.016 -0.052 0.034
H -3.825 -2.671 0.611 -0.130 -0.201 -0.128
H -3.366 -3.713 1.990 -0.327 -0.072 0.064
H -3.664 -1.946 2.187 -0.244 -0.266 0.318
H 0.820 -3.428 0.797 -0.252 0.133 -0.005
H -0.728 4.896 -2.763 -0.098 -0.102 0.195
C 0.808 0.836 -0.780 -0.448 -0.760 -0.579
C -3.273 -2.732 1.542 0.753 0.569 0.066
H -1.044 4.049 -4.253 -0.131 -0.216 0.027
H -1.420 2.131 2.034 -0.142 0.245 -0.104
C 2.770 -2.611 1.146 -0.228 -0.174 -0.170
H 1.657 1.507 -0.821 -0.037 0.283 0.242
N 0.184 -0.279 1.376 0.341 -0.604 -0.467
P -1.611 -0.610 1.242 -1.304 0.194 0.825
B 0.467 1.043 2.138 -0.089 0.858 -0.086
H -3.266 -0.366 -0.408 -0.119 -0.187 0.086
H 1.182 2.914 -4.100 -0.069 -0.076 0.071
H 0.686 0.451 -1.788 -0.153 0.282 -0.256
H 1.917 -3.627 -0.515 -0.105 -0.105 -0.151
C -2.199 -0.154 -0.427 0.566 0.081 0.044
H 3.425 -3.476 1.176 0.041 -0.119 0.139
C -0.580 3.895 -3.246 0.624 0.003 -0.090
C 0.941 3.809 -3.518 0.055 0.404 -0.252
H -0.142 2.831 1.011 -0.133 0.008 -0.117
C 1.022 -1.703 -0.574 -0.374 -0.650 0.360
H -0.060 3.031 2.759 -0.103 0.168 0.105
C -0.356 2.351 1.967 0.221 -0.621 0.171
H 0.537 -1.011 2.001 -0.272 -0.183 -0.077
C -1.772 -2.451 1.278 -0.285 0.269 -0.836
H -1.133 -2.896 2.037 0.025 0.043 0.172
H 2.438 -2.439 2.171 0.102 0.195 0.133



[7]
84
Properties=species:S:1:pos:R:3:forces:R:3 method="wB97M-V/def2-TZVPD" charge=+2 orbital_gap_ev="3.579 / 2.644" lumo_ha="-0.3023 / -0.3354" max_force_ev_per_a=2.58 total_energy_ha=-3274.04555 spin_multiplicity=4
P 1.162 1.104 2.488 0.061 2.433 0.595
H -1.031 1.311 -4.445 0.163 0.207 -0.050
C 3.857 -5.735 2.632 -0.270 0.248 0.056
H 3.204 0.921 3.763 -0.155 0.035 0.100
C 1.878 0.172 -1.288 -0.592 -0.130 -0.458
H -2.959 2.565 1.544 -0.069 0.035 -0.102
H 5.037 -4.894 1.033 -0.164 0.067 0.114
C 2.140 0.953 4.023 0.220 -0.666 -0.322
H -1.871 -2.542 3.448 -0.209 -0.051 -0.160
H -2.878 4.899 -0.149 0.407 -0.219 -0.034
C -2.500 1.623 -0.301 -0.444 0.538 -0.884
C -2.408 3.913 -2.789 -0.183 0.069 -0.520
H 4.498 -6.612 2.753 -0.247 0.319 -0.057
C 0.257 0.971 -2.772 1.322 -0.926 1.507
H -0.868 2.467 2.337 0.227 -0.297 0.163
H -0.236 4.287 -2.672 -0.272 -0.526 0.473
C 1.431 1.345 -1.929 -1.639 -0.912 -0.870
C -2.681 1.545 -1.753 -0.442 -0.201 1.260
H -1.864 4.508 1.224 -0.172 -0.092 -0.334
H -3.016 -1.421 2.674 0.059 -0.194 0.073
C 2.204 -3.504 2.307 -0.038 -0.144 -0.338
H -2.981 4.832 -2.548 0.444 -0.341 0.072
H 3.054 -0.639 0.300 0.149 0.044 -0.057
H -3.803 -2.577 0.049 0.543 0.049 0.194
P -1.576 -2.430 1.012 -1.210 -2.163 0.732
H -3.625 2.266 -3.535 0.227 0.159 0.465
C 1.058 -0.914 -1.682 -0.022 0.519 0.539
C -3.324 2.672 -2.551 -0.325 -0.097 -0.270
H -2.591 -2.080 -1.191 -0.157 0.054 0.372
H 1.884 0.019 4.531 0.042 0.199 0.154
Te 0.842 -1.810 2.077 -0.210 -0.253 0.137
H 3.888 -0.534 -1.259 -0.115 0.178 0.220
H -2.335 0.702 0.278 -0.172 0.259 -0.302
H 2.848 2.560 -2.950 -0.113 0.141 0.230
H -1.155 0.963 3.245 -0.057 0.223 0.178
H 2.509 -6.309 4.226 0.028 0.250 -0.220
C -3.006 2.817 0.478 -0.372 0.143 0.534
Mn -0.807 1.973 -1.229 1.552 -0.475 -1.275
H 2.773 2.537 1.297 -0.283 0.161 0.196
H 1.090 3.092 1.037 0.301 -0.342 0.314
H -2.816 0.551 -2.193 0.318 0.302 0.169
H -0.698 -4.736 1.206 -0.168 0.079 -0.029
H 0.784 -3.005 -2.085 0.126 0.035 0.090
C 1.799 2.693 1.784 0.363 -0.450 -0.790
H 2.473 -2.489 -1.950 -0.266 0.003 0.071
H -1.878 -0.774 -3.441 0.220 -0.225 -0.004
H -0.274 2.312 4.027 0.008 -0.153 -0.214
H -1.180 -2.206 -2.633 -0.053 0.101 -0.180
C -1.514 -4.242 0.666 0.579 0.121 -0.261
H -1.349 -4.400 -0.409 0.005 0.055 0.272
H 0.085 2.659 -4.088 -0.062 -0.291 -0.211
C 0.006 -0.443 -2.470 0.821 1.741 -0.623
H 1.539 3.467 -2.150 0.410 -0.146 -0.073
C -0.018 1.568 -4.108 -0.319 0.250 -0.423
C -2.526 -2.399 2.583 0.307 0.493 0.190
H -4.277 2.976 -2.087 0.351 -0.053 0.054
H 1.935 1.812 4.669 0.013 -0.124 -0.109
H -2.219 3.981 -3.880 0.038 -0.029 0.628
C -0.442 1.779 3.083 -0.446 -0.712 -0.274
C 2.736 -5.570 3.456 -0.088 0.386 -0.112
C 4.159 -4.773 1.663 -0.288 0.375 0.135
H -2.472 -4.704 0.948 0.248 0.287 -0.048
H 3.615 0.933 -0.294 0.117 -0.066 -0.034
H -3.180 -0.888 -0.003 -0.062 -0.450 -0.111
C -0.959 3.932 -0.624 -0.378 -0.033 -0.797
C -1.062 3.877 -2.066 -0.451 0.202 0.922
C 1.460 -2.334 -1.548 0.024 -0.509 0.394
H -3.294 -3.183 2.561 0.198 0.214 -0.096
H 2.849 2.770 -1.184 -0.121 -0.003 -0.282
H 1.028 -4.298 3.933 0.252 -0.215 -0.051
H 0.686 1.168 -4.855 -0.145 0.127 0.128
H 1.489 -2.648 -0.496 0.091 -0.274 -0.183
C -2.200 4.121 0.246 -0.039 0.268 0.428
C 2.203 2.596 -2.057 0.420 0.834 -0.076
C -0.943 -1.300 -3.204 -0.529 -0.374 -0.426
C 3.339 -3.647 1.498 -0.028 -0.154 -0.120
H -4.075 2.998 0.282 0.261 -0.100 -0.020
H -0.022 4.354 -0.235 -0.278 -0.125 -0.160
H 1.905 3.426 2.599 -0.048 -0.345 -0.053
C -2.920 -1.946 -0.150 0.631 0.927 -0.652
C 1.904 -4.449 3.302 -0.072 -0.021 -0.119
H 3.571 -2.890 0.749 0.009 -0.300 0.099
H -0.516 -1.649 -4.158 -0.110 0.153 0.165
C 3.172 -0.015 -0.599 0.330 -0.099 0.365